{"formula": "C3H12N4", "method": "ωB97M-V/def2-TZVPD", "elements": ["C", "C", "C", "N", "N", "N", "N", "H", "H", "H", "H", "H", "H", "H", "H", "H", "H", "H", "H"], "xyz": [[-0.91905, -0.95160, -0.46792], [0.84066, 0.58506, -0.99755], [1.12542, 2.07388, -0.94300], [0.58601, -1.30032, 0.79500], [-0.60371, 0.32210, -0.78921], [0.41142, -0.68470, 2.06297], [-2.16794, -1.22479, 0.06020], [0.98853, -2.22099, 0.92439], [-1.03925, 1.01250, -0.18595], [-0.55718, -1.69922, -1.16334], [0.74608, 0.27656, 2.01385], [-0.57344, -0.65146, 2.32509], [-2.29664, -2.19149, 0.31875], [-2.47374, -0.59599, 0.79123], [1.09504, 0.18812, -1.98690], [1.18855, -0.33290, 0.00980], [0.90719, 2.48677, 0.04674], [0.55769, 2.66033, -1.67882], [2.18436, 2.24815, -1.13534]], "charge": 0, "de_lowest_ev": 3.905, "e_homo_ev": -6.9}

{"formula": "INa", "method": "ωB97M-V/def2-TZVPD", "elements": ["Na", "I"], "xyz": [[0.11736, 0.63310, 1.33043], [-0.11736, -0.63310, -1.33043]], "charge": -1, "multiplicity": 2, "de_lowest_ev": 0.001, "e_homo_ev": [-0.6, -4.6], "s_squared": 0.75}

{"formula": "C23H47BFINO6PS", "method": "ωB97M-V/def2-TZVPD", "elements": ["C", "C", "C", "C", "C", "C", "C", "C", "C", "C", "F", "C", "N", "C", "C", "C", "I", "O", "S", "O", "O", "C", "O", "C", "C", "C", "C", "B", "O", "O", "P", "C", "C", "C", "C", "H", "H", "H", "H", "H", "H", "H", "H", "H", "H", "H", "H", "H", "H", "H", "H", "H", "H", "H", "H", "H", "H", "H", "H", "H", "H", "H", "H", "H", "H", "H", "H", "H", "H", "H", "H", "H", "H", "H", "H", "H", "H", "H", "H", "H", "H", "H"], "xyz": [[1.11309, 5.12979, 0.88880], [2.15548, 4.89266, -0.21563], [1.61408, 4.20801, -1.47046], [0.80974, 2.91040, -1.21406], [1.29329, 1.72743, -2.08306], [1.19445, 0.23595, -1.67648], [0.96831, -0.26367, -0.24158], [1.76207, 0.58889, 0.80748], [3.04976, 1.38120, 0.54183], [4.13873, 1.00445, -0.43791], [3.71011, 1.42980, 1.79721], [1.56794, -1.72899, -0.16418], [3.00115, -1.67221, 0.02606], [1.43471, -2.53634, -1.51188], [1.17135, -4.02175, -1.31420], [2.33236, -4.85095, -0.78134], [0.77413, -4.79264, -3.33766], [1.02095, -2.64270, 0.81432], [0.64916, -2.46120, 2.36596], [1.89457, -2.33241, 3.05721], [0.02103, -0.95965, 2.59425], [-0.80113, -0.23912, 1.68509], [-2.14832, -0.48423, 1.99651], [-2.48855, -0.14198, 3.33670], [-3.89596, 0.45314, 3.36414], [-3.94142, 1.98343, 3.24420], [-0.57790, -0.31364, 0.15056], [-1.39625, 0.93204, -0.39334], [-1.48466, 1.17655, -1.75115], [-2.11091, 1.78843, 0.42724], [-1.60543, -1.67749, -0.57419], [-2.60401, -1.46435, -2.08268], [-1.86207, -1.49257, -3.41948], [-2.26505, -2.99471, 0.49996], [-3.82873, -3.01634, 0.50350], [0.15692, 4.66635, 0.67488], [0.95740, 6.17697, 1.11419], [1.46008, 4.65219, 1.80012], [2.50879, 5.87268, -0.52735], [3.03612, 4.40760, 0.18271], [2.44606, 4.03672, -2.15113], [0.97134, 4.93213, -1.95927], [-0.19519, 3.15604, -1.51981], [0.75488, 2.73664, -0.14744], [0.76017, 1.83411, -3.02031], [2.31089, 1.95882, -2.37349], [2.08323, -0.24128, -2.06038], [0.40775, -0.20884, -2.27275], [1.07014, 1.32468, 1.20162], [1.97176, -0.02704, 1.67077], [2.81119, 2.41899, 0.37606], [4.71624, 0.17518, -0.06610], [3.83982, 0.78200, -1.45155], [4.83075, 1.84190, -0.47962], [3.43021, -2.53228, -0.28206], [3.24209, -1.54203, 1.00406], [0.63728, -2.16900, -2.13361], [2.34148, -2.43891, -2.09507], [0.24259, -4.22068, -0.81381], [2.38870, -4.86494, 0.30199], [2.29509, -5.85263, -1.17723], [3.25990, -4.42775, -1.15926], [-0.62524, 0.79323, 1.96884], [-1.79196, 0.56742, 3.77591], [-2.51593, -1.03394, 3.95645], [-4.41245, 0.04085, 2.50352], [-4.44379, 0.12028, 4.23874], [-4.75305, 2.36434, 3.85455], [-4.15522, 2.29533, 2.23281], [-3.02047, 2.45565, 3.55946], [-2.34592, 1.55914, -1.97876], [-3.02585, 1.88974, 0.11716], [-3.22023, -0.56866, -2.11249], [-3.31873, -2.27824, -2.13042], [-2.63300, -1.59825, -4.18099], [-1.36148, -0.55584, -3.62985], [-1.22373, -2.36062, -3.51955], [-1.96350, -3.97501, 0.15032], [-1.99148, -2.93382, 1.54284], [-4.19586, -2.00885, 0.35379], [-4.22693, -3.67290, -0.25759], [-4.17690, -3.30268, 1.48736]], "charge": 0, "e_homo_ev": -7.0}

{"formula": "C2H10N2S", "method": "ωB97M-V/def2-TZVPD", "elements": ["N", "C", "N", "H", "H", "H", "H", "H", "H", "C", "S", "H", "H", "H", "H"], "xyz": [[-0.63897, 1.77957, 0.02482], [-0.96162, 0.86041, -1.03614], [-2.30115, 0.14725, -0.96848], [-0.12921, 1.30798, 0.75491], [0.15441, 2.40055, -0.26525], [-0.17265, 0.14320, -1.01992], [-0.76413, 1.30337, -2.03586], [-2.71194, 0.11005, 0.00339], [-2.97610, 0.80817, -1.28970], [0.41484, -1.69315, 0.32326], [1.76351, -0.60164, 0.81670], [-0.55330, -1.49004, 0.84207], [0.70625, -2.69926, 0.62604], [0.27723, -1.60818, -0.71462], [1.81482, 0.85910, 0.91455]], "charge": 0, "de_lowest_ev": 2.062, "e_homo_ev": -9.2, "smiles": "NCN.CS"}

{"formula": "C2H2Cl3F", "method": "ωB97M-V/def2-TZVPD", "elements": ["F", "C", "Cl", "C", "Cl", "Cl", "H", "H"], "xyz": [[1.34097, 1.09563, -0.03090], [0.33624, 0.44719, 0.62612], [-0.81039, 1.70233, 0.85431], [-0.31584, -0.40376, -0.48611], [-1.50688, -1.48502, 0.11220], [1.01205, -1.33398, -1.36512], [0.59412, -0.16639, 1.60195], [-0.65027, 0.14398, -1.31245]], "charge": 0, "de_lowest_ev": 0.683, "e_homo_ev": -11.1, "smiles": "F[C@@H](Cl)C(Cl)Cl"}

{"formula": "C45H71N19O3PS2", "method": "ωB97M-V/def2-TZVPD", "elements": ["C", "C", "O", "P", "C", "C", "C", "S", "C", "S", "N", "C", "C", "O", "C", "C", "N", "C", "O", "H", "H", "H", "H", "H", "H", "H", "H", "H", "H", "H", "H", "H", "H", "H", "H", "H", "H", "H", "H", "C", "C", "N", "H", "H", "H", "C", "C", "N", "H", "H", "H", "C", "C", "N", "H", "H", "H", "C", "C", "N", "H", "H", "H", "C", "C", "N", "H", "H", "H", "C", "C", "N", "H", "H", "H", "C", "C", "N", "H", "H", "H", "C", "C", "N", "H", "H", "H", "C", "C", "N", "H", "H", "H", "C", "C", "N", "H", "H", "H", "C", "C", "N", "H", "H", "H", "C", "C", "N", "H", "H", "H", "C", "C", "N", "H", "H", "H", "C", "C", "N", "H", "H", "H", "C", "C", "N", "H", "H", "H", "C", "C", "N", "H", "H", "H", "C", "C", "N", "H", "H", "H"], "xyz": [[-0.33973, -6.90898, -3.94468], [-1.46159, -5.86373, -4.22695], [-1.86580, -5.08268, -3.04186], [-0.62376, -4.11359, -2.56817], [-1.10937, -2.37561, -2.25475], [-0.07976, -1.73930, -1.25107], [-0.57547, -1.63449, 0.23475], [-1.88946, -2.81230, 0.70396], [-1.34685, -3.81180, 2.09816], [-2.35274, -5.03536, 2.51884], [-0.10617, -3.53287, 2.76789], [0.95015, -4.37041, 2.11643], [2.07938, -4.60026, 3.16058], [1.64335, -5.53810, 4.13307], [0.31179, -5.26390, 4.59655], [-0.19116, -3.82216, 4.21347], [0.22678, -4.79969, -1.25303], [-0.53849, -5.59741, -0.65696], [-1.14912, -6.46193, -0.21518], [-0.71068, -7.95603, -3.95141], [0.44722, -6.87972, -4.73151], [0.18673, -6.77275, -2.98098], [-2.34837, -6.41726, -4.59244], [-1.13630, -5.19996, -5.05336], [0.30623, -4.07984, -3.64489], [-0.96531, -1.84647, -3.22712], [-2.17041, -2.23267, -1.98317], [0.88854, -2.28837, -1.28894], [0.13728, -0.71602, -1.61563], [0.29916, -1.86366, 0.88640], [-0.82445, -0.57505, 0.42729], [0.49320, -5.37027, 1.90941], [1.29126, -3.85402, 1.20335], [2.43828, -3.66339, 3.64434], [2.94558, -5.04607, 2.63746], [0.25237, -5.32920, 5.70512], [-0.34530, -6.06751, 4.20776], [0.49910, -3.13126, 4.75274], [-1.18887, -3.61254, 4.64632], [-1.44801, 2.62580, -1.16468], [-2.27489, 1.42536, -1.37364], [-2.92175, 0.49035, -1.53630], [-1.53030, 3.28881, -2.02372], [-1.78125, 3.15614, -0.27324], [-0.40506, 2.34042, -1.03763], [-1.12041, -9.23309, 2.13385], [-1.04971, -10.70274, 2.08567], [-0.99443, -11.84867, 2.04802], [-1.26303, -8.83634, 1.13016], [-1.95719, -8.91938, 2.76050], [-0.19420, -8.83237, 2.54736], [-0.22288, 5.97785, -4.23969], [0.50111, 5.06722, -3.34098], [1.07114, 4.36780, -2.62878], [-0.25348, 6.97675, -3.80668], [0.28126, 6.02170, -5.20299], [-1.24275, 5.62368, -4.38990], [2.81384, 6.44260, -7.98621], [1.68385, 5.59264, -7.57927], [0.79540, 4.93882, -7.25980], [3.61097, 6.37379, -7.24554], [3.19693, 6.11986, -8.94970], [2.48734, 7.47837, -8.06409], [-5.70865, -3.62310, -3.04805], [-4.57625, -4.50485, -2.71131], [-3.68353, -5.18614, -2.44784], [-5.34541, -2.63040, -3.31379], [-6.25888, -4.03783, -3.89133], [-6.37734, -3.54029, -2.19290], [1.01972, -4.77224, 9.46329], [-0.02265, -4.72334, 8.42555], [-0.83728, -4.68525, 7.61545], [0.56471, -4.79355, 10.44782], [1.62805, -5.66678, 9.33327], [1.65951, -3.89057, 9.39200], [1.57798, 7.82297, -0.52162], [1.55171, 8.32780, -1.90465], [1.53557, 8.72605, -2.98256], [2.28716, 8.40045, 0.06906], [0.58730, 7.91244, -0.07746], [1.87896, 6.77592, -0.51610], [6.05440, -3.59838, 1.21318], [4.62843, -3.56025, 0.85065], [3.51555, -3.53092, 0.57073], [6.16457, -3.93288, 2.24372], [6.58407, -4.28655, 0.55641], [6.48772, -2.60464, 1.11265], [-4.09554, 5.17993, -1.66377], [-4.11705, 5.67456, -3.04849], [-4.13543, 6.06741, -4.12719], [-3.38565, 5.76089, -1.07573], [-5.08525, 5.27558, -1.21992], [-3.79947, 4.13190, -1.64927], [-4.83598, 9.86886, -2.06411], [-4.10662, 8.99106, -1.13469], [-3.53700, 8.30260, -0.41326], [-4.87338, 10.88081, -1.66365], [-4.33123, 9.88472, -3.02875], [-5.85248, 9.49951, -2.19991], [-3.21292, -7.75132, 5.72620], [-3.52942, -7.80985, 4.28959], [-3.77341, -7.85447, 3.16766], [-3.99116, -7.20212, 6.25341], [-3.15071, -8.76014, 6.13189], [-2.25844, -7.24653, 5.87485], [-0.90374, -1.94149, 11.51324], [0.33387, -2.67617, 11.82044], [1.30424, -3.24345, 12.07295], [-0.66192, -0.93085, 11.18803], [-1.44894, -2.45070, 10.71880], [-1.53245, -1.88999, 12.40072], [3.97707, 2.94585, -0.38378], [4.02270, 4.06760, 0.56815], [4.05724, 4.94435, 1.30796], [4.39804, 3.25450, -1.33912], [4.55160, 2.10539, 0.00318], [2.94517, 2.63373, -0.53547], [-7.94075, 5.58453, -5.09554], [-7.85340, 6.69185, -4.13052], [-7.77885, 7.55522, -3.37783], [-7.51739, 5.89281, -6.04994], [-7.38708, 4.72481, -4.72187], [-8.98242, 5.30262, -5.24138], [5.23696, -2.74928, 11.84174], [4.22675, -2.72234, 10.77355], [3.44944, -2.69508, 9.92724], [4.84237, -2.26672, 12.73454], [5.49613, -3.77981, 12.07891], [6.13241, -2.22184, 11.51673], [6.69781, 7.17917, -9.82243], [5.30361, 7.27106, -10.27939], [4.20984, 7.33948, -10.62193], [6.72656, 6.77798, -8.81032], [7.26397, 6.52422, -10.48331], [7.15400, 8.16760, -9.82525], [4.11017, 9.20160, -5.53576], [5.25151, 8.42914, -6.05823], [6.14123, 7.82737, -6.46552], [3.21077, 8.96088, -6.09984], [3.94634, 8.95872, -4.48708], [4.31318, 10.26738, -5.62724]], "charge": 1, "e_homo_ev": -10.4}